C18H54F2K2NO28P6S2 as an isolated structure. Source: OMol25; level of theory: the ωB97M-V functional and the def2-TZVPD basis.

Properties
- Gap between HOMO and LUMO: 0.195 hartree
- Highest occupied orbital energy: -10.8 eV

The geometry in ORCA input format:
```
! wB97M-V def2-TZVPD RIJCOSX def2/J DEFGRID3
* xyz 1 1
K 7.4273 1.4973 -3.9186
K 7.6835 -3.8253 -4.5825
N 4.4309 -1.5958 -1.8465
S 2.7316 -1.5841 -1.9482
O 2.1160 -0.3667 -2.3900
O 1.9024 -2.4583 -1.1372
F 2.8221 -2.3189 -3.3688
S 4.4314 -1.6187 -0.3054
O 4.4221 -2.9084 0.3779
O 3.9115 -0.3810 0.3981
F 6.0486 -1.3850 -0.0566
C -4.3859 2.8879 5.4609
O -5.2282 1.7577 5.2253
P -4.5982 0.3803 4.5513
O -5.5221 -0.7420 4.3005
O -3.9753 0.9777 3.1674
C -3.6144 0.1223 2.0426
O -3.2554 -0.0164 5.5324
C -2.5752 -1.2027 5.1888
H -4.4080 3.5105 4.5664
H -3.2985 2.8286 5.5080
H -4.8280 3.6441 6.1096
H -4.3650 -0.6665 1.9939
H -2.7790 -0.5171 2.3277
H -3.4512 0.6033 1.0781
H -3.0719 -1.7405 4.3812
H -2.5895 -1.9095 6.0185
H -1.6000 -0.9520 4.7715
C 9.2729 5.4153 4.4318
O 10.0017 5.1110 3.2910
P 9.3113 4.4751 2.0301
O 8.2488 5.2354 1.3207
O 10.5125 4.0009 1.0024
C 11.2531 4.9992 0.1924
O 8.7795 3.0618 2.6337
C 9.5443 2.3014 3.5065
H 8.5237 4.6591 4.6664
H 8.6119 6.2582 4.2302
H 9.7327 5.8537 5.3175
H 11.5239 5.9952 0.5430
H 10.7622 5.0423 -0.7798
H 12.2414 4.5821 -0.0009
H 8.8685 2.0354 4.3193
H 10.2719 2.8095 4.1394
H 9.8421 1.3270 3.1191
C -9.0486 -2.3957 -2.3209
O -8.6669 -2.1017 -3.6281
P -7.6631 -3.0034 -4.4524
O -7.6820 -2.6889 -5.8714
O -6.2907 -2.7601 -3.7308
C -5.0962 -2.9759 -4.4254
O -8.0096 -4.5638 -4.0290
C -7.4677 -5.6055 -4.7839
H -9.1092 -1.4840 -1.7266
H -8.2806 -3.0345 -1.8848
H -10.0477 -2.8116 -2.4508
H -5.1896 -3.0206 -5.5105
H -4.6071 -3.8206 -3.9401
H -4.5075 -2.1165 -4.1045
H -6.6086 -5.2557 -5.3565
H -8.3187 -5.9256 -5.3850
H -7.2902 -6.4542 -4.1235
C 2.4797 -8.8148 -3.3062
O 2.6813 -9.6379 -4.5259
P 2.5118 -8.8777 -5.9875
O 3.7082 -8.0551 -6.3892
O 2.1740 -10.1620 -6.9474
C 1.6473 -9.7999 -8.3144
O 1.0051 -8.2004 -5.8368
C -0.1784 -8.8062 -5.3174
H 1.7401 -8.0153 -3.2635
H 3.4005 -8.2625 -3.1184
H 2.3552 -9.2670 -2.3222
H 1.2332 -10.7251 -8.7154
H 2.4089 -9.3865 -8.9754
H 0.8938 -9.0287 -8.1548
H -0.1635 -9.8945 -5.3775
H -1.0392 -8.4895 -5.9062
H -0.4414 -8.4590 -4.3182
C -7.3288 4.4178 -6.3523
O -6.7143 4.4063 -5.0599
P -5.7555 5.6357 -4.6108
O -5.5832 5.7427 -3.1494
O -4.3872 5.2912 -5.3930
C -3.5506 4.1866 -4.9480
O -6.2379 6.9730 -5.3836
C -5.6950 8.2418 -4.9565
H -6.8571 4.0840 -7.2765
H -7.8298 5.3654 -6.5506
H -8.2264 3.8195 -6.1955
H -3.6212 3.3522 -5.6457
H -3.7974 3.8968 -3.9266
H -2.5538 4.5846 -4.7580
H -6.2381 8.5114 -4.0507
H -5.5773 9.0141 -5.7166
H -4.6893 8.0894 -4.5647
C 0.1211 2.5709 10.3874
O 1.5188 2.5865 10.1774
P 2.1786 3.5945 9.1143
O 1.3180 4.7770 8.9297
O 3.6755 3.9014 9.5494
C 4.3807 3.1402 10.5148
O 2.2219 2.7767 7.6840
C 2.9108 3.2752 6.5819
H -0.0883 3.1020 11.3159
H -0.1839 1.5517 10.6248
H -0.3455 2.7129 9.4126
H 4.5354 3.8289 11.3454
H 5.2861 2.7212 10.0757
H 3.6839 2.5152 11.0733
H 3.4330 4.2209 6.7272
H 2.1948 3.3778 5.7665
H 3.5854 2.4513 6.3490
*
```


C7H8BrNO3 in the gas phase. Source: OMol25; level of theory: the ωB97M-V functional and the def2-TZVPD basis.

Properties
- Gap between HOMO and LUMO (alpha / beta): 0.310 / 0.310 hartree
- Highest occupied orbital energy (alpha / beta): -8.3 / -8.3 eV
- SMILES string: CO/C=C/[C@@H]1C=CC(Br)=[N+]([O-])O1

The geometry in ORCA input format:
```
! wB97M-V def2-TZVPD RIJCOSX def2/J DEFGRID3
* xyz 0 1
C 1.7956 0.1547 -2.0213
O 1.4887 -0.9271 -1.1255
C 0.4737 -0.7549 -0.3157
C -0.2856 0.3536 -0.2128
C -1.3412 0.7122 0.8483
C -1.1764 -0.0136 2.1304
C -2.0474 -0.9425 2.5627
C -3.0410 -1.2471 1.5335
Br -4.1361 -2.7437 1.8460
N -3.3128 -0.5310 0.4649
O -4.1316 -0.7262 -0.4257
O -2.6792 0.7368 0.4543
H 1.3296 1.1069 -1.6129
H 1.5744 -0.1577 -3.1294
H 2.8739 0.3448 -2.0858
H 0.6004 -1.4828 0.4357
H -0.1482 1.1647 -0.9416
H -1.1552 1.7380 1.0207
H -0.2563 0.3062 2.6097
H -2.0675 -1.4114 3.4463
*
```


A 6-piece molecular cluster, C47H101N5O6 overall. Source: OMol25; level of theory: the ωB97M-V functional and the def2-TZVPD basis.

Properties
- Gap between HOMO and LUMO: 0.304 hartree
- Highest occupied orbital energy: -7.8 eV
- SMILES string: CC1(C)CCCC(C)(C)N1O.CC1(C)CCCC(C)(C)N1O.CC1(C)CCCC(C)(C)N1O.CC1(C)CCCC(C)(C)N1O.CC1(C)CCCC(C)(C)N1O.CCO

The geometry in ORCA input format:
```
! wB97M-V def2-TZVPD RIJCOSX def2/J DEFGRID3
* xyz 0 1
C -8.0974 15.0690 -5.4497
C -8.3192 13.6868 -4.8255
C -9.2058 12.6775 -5.6604
C -6.8718 13.0786 -4.7267
C -6.7370 11.9838 -3.7376
C -7.3108 12.4276 -2.3914
C -8.7382 12.9374 -2.4091
C -9.6469 11.6695 -2.4594
C -9.0054 13.6980 -1.0327
N -8.9385 13.8364 -3.4822
O -10.2110 14.3418 -3.5979
H -7.4862 14.9340 -6.3421
H -9.0104 15.6120 -5.6942
H -7.5081 15.7217 -4.8056
H -9.0192 11.6300 -5.4240
H -10.2486 12.9917 -5.7023
H -8.7348 12.6972 -6.6432
H -6.6035 12.7791 -5.7398
H -6.1356 13.8633 -4.5527
H -7.3859 11.2161 -4.1593
H -5.7711 11.4813 -3.7893
H -6.6812 13.2606 -2.0785
H -7.1320 11.5476 -1.7735
H -10.5607 11.8114 -1.8824
H -9.1305 10.8712 -1.9264
H -9.9247 11.4339 -3.4868
H -10.0526 13.9947 -0.9744
H -8.3323 14.5519 -0.9569
H -8.7525 13.0741 -0.1754
H -10.1652 15.2351 -3.2492
C -0.1706 15.3368 -11.6168
C -0.9816 14.1765 -10.8997
C -2.3004 14.0252 -11.6239
C -0.1152 12.8594 -10.9951
C -0.4755 11.7424 -10.0944
C -0.5073 12.1811 -8.6344
C -1.3400 13.4426 -8.4132
C -2.8467 13.0194 -8.2958
C -0.8397 14.0969 -7.0695
N -1.1790 14.4999 -9.4924
O -1.9269 15.6533 -9.3056
H -0.7603 16.2484 -11.5206
H 0.8157 15.3880 -11.1556
H -0.0935 15.0197 -12.6568
H -3.0244 14.8221 -11.4539
H -2.1012 13.8846 -12.6862
H -2.6775 13.0361 -11.3640
H -0.1302 12.3775 -11.9727
H 0.9440 13.0820 -10.8664
H -1.5002 11.4543 -10.3292
H 0.1548 10.8606 -10.2097
H 0.4796 12.4515 -8.2589
H -0.9176 11.3602 -8.0463
H -3.1029 12.6688 -7.2960
H -3.1410 12.1608 -8.8993
H -3.6277 13.7794 -8.2725
H -1.3074 15.0314 -6.7596
H 0.1695 14.4279 -7.3146
H -0.6473 13.5165 -6.1672
H -1.2552 16.2391 -8.9489
C -0.9218 7.0128 0.7693
C -2.3873 7.5574 0.6552
C -3.2742 6.4894 -0.0254
C -2.9778 7.7697 2.0674
C -2.3427 8.8792 2.8405
C -2.7644 10.1605 2.1252
C -2.3892 10.1802 0.6204
C -3.3874 11.2183 -0.1527
C -0.9081 10.7398 0.4303
N -2.5299 8.8469 -0.0260
O -2.2577 8.8109 -1.3638
H -0.8407 6.2083 1.5001
H -0.5097 6.6226 -0.1614
H -0.1857 7.6875 1.2065
H -3.1996 5.5377 0.5006
H -4.3307 6.7380 -0.1264
H -2.8948 6.2568 -1.0204
H -4.0540 7.9408 2.0402
H -2.9175 6.8327 2.6211
H -2.6502 8.7625 3.8797
H -1.2572 8.8751 2.9399
H -2.3366 11.0480 2.5914
H -3.8247 10.3698 2.2672
H -4.2665 10.7678 -0.6134
H -3.0122 11.7317 -1.0380
H -3.7150 12.0534 0.4666
H -0.7841 11.1239 -0.5822
H -0.1265 9.9806 0.4029
H -0.5724 11.4405 1.1948
H -1.3365 9.0781 -1.4060
C 4.0620 14.1856 -3.7904
C 2.7804 13.3448 -3.5701
C 1.9345 13.3192 -4.8966
C 3.0869 11.8710 -3.2561
C 3.2194 11.4678 -1.7985
C 2.0543 12.1202 -0.9704
C 1.9830 13.6618 -1.1119
C 0.6119 14.1008 -0.4566
C 3.2399 14.2980 -0.3922
N 1.9258 14.0004 -2.5361
O 1.7294 15.3925 -2.7583
H 4.7022 14.4674 -2.9544
H 4.6852 13.7129 -4.5495
H 3.8784 15.1992 -4.1468
H 2.3982 13.1478 -5.8680
H 1.1737 12.5608 -4.7117
H 1.3197 14.2075 -5.0417
H 2.4821 11.2073 -3.8740
H 4.0977 11.6811 -3.6170
H 3.2048 10.3782 -1.8268
H 4.1527 11.7636 -1.3194
H 2.1158 11.7315 0.0461
H 1.1082 11.7066 -1.3197
H 0.4998 15.1367 -0.1362
H 0.6350 13.7007 0.5571
H -0.2934 13.7554 -0.9558
H 3.3804 13.9460 0.6298
H 3.0232 15.3662 -0.3897
H 4.1297 14.0998 -0.9897
H 0.8118 15.3993 -3.0402
C -5.1298 18.6009 3.7723
C -5.1753 17.1639 3.0766
C -5.6362 16.1761 4.1094
C -6.2724 17.1828 2.0062
C -6.2191 15.9349 1.0529
C -4.8044 15.7322 0.5002
C -3.6724 15.7364 1.5253
C -3.7775 14.3728 2.3608
C -2.3137 15.8828 0.7137
N -3.8408 16.9071 2.4309
O -2.8005 17.0487 3.3034
H -4.5514 18.4952 4.6901
H -4.6274 19.3507 3.1611
H -6.1362 18.9673 3.9750
H -4.7191 15.9321 4.6456
H -6.3177 16.4890 4.9004
H -5.7998 15.1586 3.7546
H -7.2504 17.1529 2.4866
H -6.2487 18.0771 1.3835
H -6.4604 14.9999 1.5586
H -6.8730 15.8627 0.1838
H -4.6960 16.4695 -0.2952
H -4.6574 14.8680 -0.1476
H -4.5479 13.6147 2.2200
H -3.6167 14.3619 3.4388
H -2.8635 13.8409 2.0967
H -1.8062 14.9260 0.5912
H -1.6041 16.5832 1.1542
H -2.3624 16.1486 -0.3422
H -2.3843 17.8850 3.0822
C -3.2066 13.5072 -3.4005
C -1.6872 13.7811 -3.3975
O -0.9555 12.6287 -2.9385
H -3.7926 14.2825 -3.8940
H -3.4263 13.3309 -2.3476
H -3.4117 12.6462 -4.0367
H -1.5547 14.6378 -2.7367
H -1.3540 14.0628 -4.3964
H -0.0342 12.7564 -3.1761
*
```


Looking at relative energy (zero: lowest compared OMol25 entry of this formula, charge and spin) for the records above, in order, we have 171.2; 69.0; 152.6 kcal per mole.
Looking at F_max for the records above, in order, we have 9.188; 5.936; 3.219 eV/A.